# 1
Computed, not measured: the molecule C21H18ClN3O4S2 in a non-equilibrium geometry, with ωB97M-V/def2-TZVPD.

Geometry as XYZ:
```
49
Properties=species:S:1:pos:R:3:forces:R:3:lowdin_charge:R:1
O -2.61528 1.02907 1.10968 0.3 -1.1 -0.3 0.082
C -2.59578 0.28464 2.08019 -0.9 3.9 -0.8 -0.474
N -3.35995 0.66595 3.16139 0.7 -0.8 -0.8 0.125
C -3.15403 0.11728 4.46520 -1.7 -0.1 0.9 -0.344
C -4.48622 0.22967 5.14090 -1.5 -2.3 1.3 -0.129
C -5.23395 -0.93060 5.24912 1.6 2.5 -0.4 -0.376
S -4.47631 -2.33931 4.49813 0.3 0.7 0.0 0.953
C -2.89408 -1.38187 4.42860 0.8 1.0 -0.2 -0.405
C -1.98241 -1.69113 3.25913 0.5 -2.4 -0.2 -0.391
O -1.44503 -2.77847 3.26762 0.2 0.6 -0.3 0.101
N -1.76272 -0.79584 2.18136 -1.2 -0.4 3.0 0.081
C -0.84626 -1.12121 1.18943 1.5 -0.4 -1.4 -0.213
C 0.44290 -0.50091 1.13092 -1.2 -0.3 0.0 0.067
C 1.34016 -0.86348 0.12596 -0.2 0.1 0.1 -0.235
S 2.95115 -0.03720 -0.03677 1.7 1.0 2.1 0.752
O 3.02932 1.02972 0.97324 -1.3 -0.8 -2.1 -0.311
O 4.03982 -0.98077 0.18010 -1.4 0.1 -1.5 -0.293
N 3.04671 0.54791 -1.67050 -0.3 -0.7 2.3 -0.143
C 4.09065 -0.07865 -2.45418 0.9 -0.9 -0.7 -0.205
C 4.04890 0.21425 -3.95491 -0.2 -0.8 -0.1 -0.167
C 2.61855 0.13372 -4.49310 0.0 1.2 0.9 -0.131
C 1.80489 1.14933 -3.66276 -0.4 -0.6 -0.7 -0.145
C 0.82085 1.90176 -4.33378 0.3 0.1 1.1 -0.040
C 0.03246 2.80127 -3.62235 1.2 -0.2 1.3 -0.076
C 0.29916 2.99203 -2.24664 -0.6 -0.4 -0.7 -0.073
C 1.26096 2.24485 -1.59021 0.3 0.2 0.9 -0.028
C 2.02183 1.28872 -2.26541 -0.7 0.6 -1.6 -0.212
C 0.99422 -1.90207 -0.74940 0.4 0.6 -0.2 -0.044
C -0.25960 -2.47163 -0.70646 -0.1 -0.2 -0.4 -0.080
C -1.19834 -2.08796 0.25009 0.0 -0.3 -0.3 -0.504
Cl -2.79348 -2.86430 0.20765 1.1 0.7 0.2 0.715
H -3.98987 1.46110 2.99911 0.7 -0.7 0.1 0.172
H -2.36102 0.61774 5.04798 -0.1 -0.1 -0.3 0.159
H -4.79814 1.17762 5.53613 -0.3 0.2 0.2 0.098
H -6.21958 -0.95703 5.72088 0.4 -0.2 -0.3 0.073
H -2.32148 -1.61260 5.34466 -0.2 -0.2 -0.5 0.139
H 0.63856 0.25640 1.89508 0.2 -0.2 -0.5 0.139
H 4.00141 -1.15961 -2.36859 0.1 -0.2 0.3 0.109
H 5.07256 0.20829 -2.06519 -0.2 -0.1 0.0 0.127
H 4.40174 1.21948 -4.11875 0.3 0.3 -0.3 0.113
H 4.71526 -0.52336 -4.47090 -0.4 0.7 0.5 0.130
H 2.60853 0.43542 -5.54792 -0.2 -0.2 0.2 0.113
H 2.17516 -0.85790 -4.39023 0.1 -0.1 0.0 0.116
H 0.69397 1.77900 -5.40411 0.0 -0.1 0.1 0.108
H -0.69861 3.41029 -4.08497 -0.6 0.4 -0.5 0.085
H -0.29246 3.69942 -1.66437 0.2 -0.1 -0.2 0.107
H 1.45512 2.45916 -0.52666 -0.1 -0.3 -0.6 0.114
H 1.68755 -2.23305 -1.52503 -0.1 0.2 0.2 0.123
H -0.50782 -3.18514 -1.48937 -0.1 0.0 0.4 0.115
```
Positions in Å, forces in eV/Å.

Summary:
- HOMO-LUMO gap: 0.3128 Ha
- Multiplicity: 1
- E_HOMO: -8.4 eV
- M: 476.0 g mol⁻¹
- Electronic energy: -2532.821937 a.u.
- Lowest unoccupied orbital energy: 0.004 Ha
- SMILES: O=C1N[C@H]2C=CS[C@H]2C(=O)N1c1cc(S(=O)(=O)N2CCCc3ccccc32)ccc1Cl

***

# 2
Computed, not measured: a cluster of 9 separate species, C3H22O9S2 in total in a non-equilibrium geometry, with ωB97M-V/def2-TZVPD.

Geometry as XYZ:
```
36
Properties=species:S:1:pos:R:3:forces:R:3:lowdin_charge:R:1
O 0.48906 -1.28669 -2.58065 0.1 0.4 0.1 0.003
C 0.54007 -0.40426 -1.73924 -0.1 -0.2 -1.0 -0.233
C 1.19754 -0.66159 -0.38776 0.4 0.5 -0.9 -0.217
C 0.57616 0.21152 0.66803 1.3 0.7 0.5 -0.562
S 1.32656 -0.01952 2.31375 -0.1 1.1 0.0 0.424
S 0.71197 -1.77049 3.06711 0.5 -1.5 -0.3 0.303
H 0.13702 0.61835 -2.04206 0.6 -1.1 0.8 0.133
H 1.16070 -1.72773 -0.15307 -0.3 0.0 0.0 0.094
H 2.27773 -0.44817 -0.53901 -0.6 0.2 0.2 0.135
H 0.76373 1.29910 0.45697 -0.2 -1.1 0.1 0.067
H -0.46924 0.04350 0.73263 -0.8 0.0 0.2 0.026
H -0.46022 -1.60118 3.66799 -0.5 0.7 0.1 -0.205
O -2.09308 2.70943 1.65359 0.8 0.4 1.2 -0.077
H -1.57756 2.63784 2.49450 -0.7 0.0 -1.1 0.080
H -2.50272 1.83619 1.51708 -0.1 -0.3 0.2 -0.007
O -1.79504 -0.94144 -0.87828 0.3 -1.2 0.8 -0.076
H -1.54312 -1.89866 -0.60966 -0.3 1.0 -0.1 0.057
H -2.27036 -1.05908 -1.69323 -0.4 0.1 -0.6 0.078
O 1.66586 2.28191 -1.39529 -0.7 -2.1 -2.1 -0.044
H 0.79734 2.61960 -1.21977 -1.2 0.4 0.1 -0.020
H 2.23409 2.79057 -0.89035 2.0 1.7 1.6 -0.058
O -3.00633 0.20961 1.20196 0.1 -1.0 -0.3 -0.096
H -2.56637 -0.27495 0.42611 -0.8 0.4 0.9 0.020
H -3.44262 -0.44934 1.77666 0.4 0.5 -0.6 0.070
O 0.81505 -3.84431 -1.82678 -0.1 -1.7 0.6 -0.039
H 1.72849 -4.08116 -1.64028 -0.1 0.2 -0.1 0.072
H 0.78138 -2.97769 -2.21377 0.3 1.5 -0.6 -0.013
O -0.91783 2.63515 -0.78102 0.1 1.0 0.5 -0.056
H -1.26998 2.84264 0.11650 0.1 -0.1 -0.2 0.025
H -1.39433 1.86281 -1.04064 -0.5 -0.8 -0.3 0.022
O -1.20558 -3.44312 -0.12756 0.2 -0.1 -0.6 -0.064
H -0.50402 -3.72900 -0.77448 -0.2 0.0 0.4 0.025
H -0.82005 -3.62833 0.73018 0.0 0.1 0.3 0.044
O 3.35353 3.46664 0.31440 -1.1 -0.2 2.5 -0.049
H 4.18476 3.04515 0.16034 1.0 -0.4 -0.3 0.041
H 3.09741 3.13667 1.23509 0.5 0.7 -1.9 0.100
```
Positions in Å, forces in eV/Å.

Summary:
- HOMO-LUMO gap: 0.3445 Ha
- Multiplicity: 1
- E_HOMO: -9.3 eV
- M: 266.3 g mol⁻¹
- Electronic energy: -1601.046587 a.u.
- Lowest unoccupied orbital energy: 0.003 Ha
- SMILES: O=CCCSS.O.O.O.O.O.O.O.O

***

# 3
Computed, not measured: a cluster of 2 separate species, C4H7N3OS in total in a non-equilibrium geometry, with ωB97M-V/def2-TZVPD.

Geometry as XYZ:
```
16
Properties=species:S:1:pos:R:3:forces:R:3:lowdin_charge:R:1
C -1.38401 -1.54348 -0.38680 0.1 1.3 2.4 -0.173
C -1.55798 -0.22386 -0.84531 -0.1 -3.2 0.1 -0.095
C -0.70817 1.86183 0.01611 -1.5 -0.4 -1.6 -0.016
C 2.19950 0.26369 0.05144 -0.4 0.0 -0.3 -0.733
N -0.94718 -1.52317 0.85497 0.9 0.2 1.0 0.024
N -0.84180 -0.14629 1.21159 0.7 -2.5 0.2 0.036
N -1.02095 0.54244 0.09042 0.5 4.5 -0.7 -0.223
O 1.86928 0.51681 1.17669 0.4 0.2 0.5 -0.059
S 2.16949 -1.24791 -0.73445 0.2 -1.2 -0.2 0.866
H -1.47607 -2.49116 -0.86895 -0.4 -0.2 -0.3 0.100
H -1.70601 -0.12258 -1.86421 -0.1 1.6 -1.5 0.094
H -1.20070 2.43567 -0.75854 0.0 -0.4 -0.1 0.049
H 0.04493 2.36532 0.53576 0.8 -0.1 1.3 0.024
H 2.51818 0.92029 -0.71892 0.4 1.9 -0.3 0.050
H -0.02744 0.20885 1.79024 -1.2 -1.0 -0.8 0.158
H 2.06894 -1.81645 0.44996 -0.4 -1.0 0.4 -0.102
```
Positions in Å, forces in eV/Å.

Summary:
- Energy relative to the best compared isomer or geometry (same formula, charge and spin): 478.9 kJ/mol
- HOMO-LUMO gap (spin up / spin down): 0.2707 / 0.2708 Ha
- Multiplicity: 1
- E_HOMO (spin up / spin down): -6.8 / -6.8 eV
- M: 145.2 g mol⁻¹
- Electronic energy: -794.147822 a.u.
- Lowest unoccupied orbital energy (spin up / spin down): 0.021 / 0.021 Ha

***

> Which value of M does entry 2 give?

266.3 g mol⁻¹

***

> What is the formula in the first record?

C21H18ClN3O4S2

***

Repeat the third record exactly.
Computed, not measured: a cluster of 2 separate species, C4H7N3OS in total in a non-equilibrium geometry, with ωB97M-V/def2-TZVPD.

Geometry as XYZ:
```
16
Properties=species:S:1:pos:R:3:forces:R:3:lowdin_charge:R:1
C -1.38401 -1.54348 -0.38680 0.1 1.3 2.4 -0.173
C -1.55798 -0.22386 -0.84531 -0.1 -3.2 0.1 -0.095
C -0.70817 1.86183 0.01611 -1.5 -0.4 -1.6 -0.016
C 2.19950 0.26369 0.05144 -0.4 0.0 -0.3 -0.733
N -0.94718 -1.52317 0.85497 0.9 0.2 1.0 0.024
N -0.84180 -0.14629 1.21159 0.7 -2.5 0.2 0.036
N -1.02095 0.54244 0.09042 0.5 4.5 -0.7 -0.223
O 1.86928 0.51681 1.17669 0.4 0.2 0.5 -0.059
S 2.16949 -1.24791 -0.73445 0.2 -1.2 -0.2 0.866
H -1.47607 -2.49116 -0.86895 -0.4 -0.2 -0.3 0.100
H -1.70601 -0.12258 -1.86421 -0.1 1.6 -1.5 0.094
H -1.20070 2.43567 -0.75854 0.0 -0.4 -0.1 0.049
H 0.04493 2.36532 0.53576 0.8 -0.1 1.3 0.024
H 2.51818 0.92029 -0.71892 0.4 1.9 -0.3 0.050
H -0.02744 0.20885 1.79024 -1.2 -1.0 -0.8 0.158
H 2.06894 -1.81645 0.44996 -0.4 -1.0 0.4 -0.102
```
Positions in Å, forces in eV/Å.

Summary:
- Energy relative to the best compared isomer or geometry (same formula, charge and spin): 478.9 kJ/mol
- HOMO-LUMO gap (spin up / spin down): 0.2707 / 0.2708 Ha
- Multiplicity: 1
- E_HOMO (spin up / spin down): -6.8 / -6.8 eV
- M: 145.2 g mol⁻¹
- Electronic energy: -794.147822 a.u.
- Lowest unoccupied orbital energy (spin up / spin down): 0.021 / 0.021 Ha

***

> Look up the multiplicity of the second one.

1